Entry 1:
{"formula": "C2H3NO2", "method": "ωB97M-V/def2-TZVPD", "total_energy_ev": -7702.5013, "de_lowest_kcal_mol": 123.2, "symbols": ["O", "O", "N", "C", "C", "H", "H", "H"], "positions_angstrom": [[-0.73885, 0.14696, -0.33296], [2.68822, 0.38728, -0.06247], [-0.49133, 1.48301, 0.11766], [0.41514, -0.58177, -0.03942], [1.50425, 0.42184, -0.05454], [0.51272, -1.31615, -0.78225], [-0.59548, 1.97972, -0.75266], [0.55914, -0.99796, 0.91745]], "mulliken_charge": [-0.227, -0.321, -0.437, 0.013, 0.191, 0.311, 0.246, 0.225]}

Entry 2:
{"formula": "C46H57FN6O3P2SY", "method": "ωB97M-V/def2-TZVPD", "total_energy_ev": -96864.0703, "de_lowest_kcal_mol": 32.9, "charge": 3, "symbols": ["Y", "S", "P", "P", "F", "O", "O", "O", "N", "N", "N", "N", "N", "N", "C", "C", "C", "C", "C", "C", "C", "C", "C", "C", "C", "C", "C", "C", "C", "C", "C", "C", "C", "C", "C", "C", "C", "C", "C", "C", "C", "C", "C", "C", "C", "C", "C", "C", "C", "C", "C", "C", "C", "C", "C", "C", "C", "C", "C", "C", "H", "H", "H", "H", "H", "H", "H", "H", "H", "H", "H", "H", "H", "H", "H", "H", "H", "H", "H", "H", "H", "H", "H", "H", "H", "H", "H", "H", "H", "H", "H", "H", "H", "H", "H", "H", "H", "H", "H", "H", "H", "H", "H", "H", "H", "H", "H", "H", "H", "H", "H", "H", "H", "H", "H", "H", "H"], "positions_angstrom": [[-1.89979, -23.14660, -4.94278], [1.05916, -22.13805, -5.69411], [-1.12195, -21.15094, -3.06248], [-1.05409, -24.42733, -2.49506], [-6.58477, -28.72332, -4.59592], [-3.63930, -21.65566, -5.36364], [-2.85815, -22.86951, -7.00304], [-3.68057, -24.68876, -5.23109], [0.70935, -21.06421, -1.11419], [-7.29636, -23.73760, -6.74031], [-9.08991, -28.14923, -5.67135], [0.79754, -23.71655, -0.60829], [-10.92861, -30.34170, -5.58126], [0.08203, -23.39238, -5.99425], [-3.80699, -22.45192, -6.33333], [3.25104, -22.46809, 1.78013], [2.28166, -19.53232, -8.60856], [2.72337, -22.64780, -5.42569], [2.20997, -20.35654, -7.48944], [-8.62679, -23.31288, -7.22375], [0.01529, -23.28671, -1.54361], [0.18782, -20.46135, -9.23544], [-0.04137, -21.88991, -1.81091], [1.57751, -22.91278, 0.10031], [1.24150, -25.71291, -3.37276], [-2.20816, -20.03142, -0.70510], [-4.80468, -24.44731, -5.76153], [-3.35268, -19.42684, -3.03167], [2.54245, -23.42057, 1.06509], [-0.02440, -25.95509, -2.60773], [0.43001, -26.52752, -1.26771], [-0.86250, -27.01350, -3.36818], [-6.31801, -22.82941, -6.77010], [-8.75276, -29.31762, -6.48514], [4.55729, -22.47737, -3.89707], [-2.62699, -20.54334, -2.18570], [-3.54295, -21.77261, -1.99360], [-10.10045, -30.03377, -6.76962], [1.24171, -19.56665, -9.53614], [-8.03164, -27.19636, -5.68359], [-11.13397, -29.08175, -4.74804], [4.77562, -23.76716, -5.94567], [-8.19512, -25.90568, -6.20118], [1.55563, -21.51893, -0.19050], [1.15398, -21.21506, -7.26754], [-5.86317, -25.41504, -5.78662], [-7.12266, -25.01906, -6.23015], [-5.63954, -26.69834, -5.27964], [-9.72946, -28.60542, -4.40720], [5.31004, -23.24571, -4.76687], [-9.61680, -23.02627, -6.09704], [-0.24897, -19.72188, -3.67390], [0.04401, -21.27690, -8.12208], [3.27235, -22.22440, -4.22622], [2.30566, -20.57811, 0.61102], [3.05135, -21.08006, 1.61301], [-5.10534, -23.20119, -6.36353], [-2.27204, -25.01272, -1.25522], [3.49201, -23.39152, -6.35333], [-6.74486, -27.53755, -5.19271], [-8.53020, -22.48218, -7.94562], [-10.63955, -22.81367, -6.50676], [-4.49560, -21.50579, -1.59137], [-0.26032, -27.88685, -3.54097], [-9.33579, -22.12360, -5.57689], [-0.28661, -26.43246, -0.45333], [-4.65680, -27.03565, -4.90060], [3.12879, -23.64613, -7.32102], [2.61761, -21.60175, -3.61334], [-2.12860, -24.46841, -0.31806], [1.25178, -18.93320, -10.34677], [-7.99380, -29.95001, -5.90500], [0.65198, -27.58460, -1.40532], [-1.08043, -26.63983, -4.35913], [1.32333, -25.96652, -0.96010], [5.39791, -24.33723, -6.65583], [0.32858, -23.93005, -6.83841], [-3.28843, -24.88966, -1.59475], [-9.20471, -29.34008, -3.78613], [2.70975, -24.55119, 1.18478], [-8.33010, -28.93990, -7.42716], [-9.78786, -27.72858, -3.76796], [1.87311, -26.62355, -3.47350], [-1.81390, -27.30318, -2.95299], [1.04990, -25.20085, -4.34253], [-3.24217, -19.70495, -4.08997], [3.12886, -18.84733, -8.68420], [-9.17680, -25.60059, -6.54244], [-0.86974, -21.84321, -7.95364], [-9.85280, -30.93698, -7.34454], [-3.07266, -22.49116, -1.31809], [-2.17314, -26.05921, -1.13842], [-0.64669, -20.44875, -9.92544], [-3.79578, -22.25390, -2.98254], [-6.58991, -21.83855, -7.11627], [-3.09738, -19.72935, -0.16317], [3.63415, -20.41049, 2.20581], [-0.06233, -19.65036, -4.79055], [-10.65521, -29.29935, -7.33935], [-11.67310, -28.35928, -5.34244], [3.94525, -22.74503, 2.59931], [-4.45579, -19.35561, -2.72483], [1.88374, -25.16933, -2.75978], [0.70378, -19.76694, -3.14626], [-2.89718, -18.45354, -2.95275], [-11.76294, -30.85049, -5.81278], [2.06938, -19.58167, 0.48792], [6.34750, -23.46216, -4.47148], [-9.72231, -23.81372, -5.40440], [5.00480, -22.10951, -2.96763], [-0.67966, -18.83039, -3.26047], [-1.53762, -19.16338, -0.70995], [2.95683, -20.27514, -6.69633], [-9.03141, -24.14776, -7.84186], [-10.46291, -31.04022, -4.97315], [-1.75924, -20.82171, -0.05338], [-11.66356, -29.34743, -3.83704]], "mulliken_charge": [-0.255, 1.456, 0.843, 2.159, -0.339, -0.518, -0.596, -0.762, -0.312, 0.145, 0.439, 0.013, -0.132, -0.251, 0.722, -0.427, -0.565, -0.020, -0.488, -1.016, -0.509, -0.532, 0.107, 0.459, -2.259, -1.569, 1.427, -1.395, -0.807, 1.711, -1.884, -1.953, 0.223, -0.510, -0.749, 1.786, -1.802, -0.895, -0.851, -2.022, -0.768, -0.985, -0.915, 0.519, 0.575, 0.818, 0.784, -1.005, -0.541, -0.364, -1.136, -1.507, -0.796, 0.218, -0.761, -0.627, -0.432, -2.064, -0.449, 0.814, 0.501, 0.370, 0.649, 0.590, 0.363, 0.321, 0.573, 0.516, 0.264, 0.530, 0.538, 0.386, 0.489, 0.412, 0.424, 0.420, 0.250, 0.332, 0.375, 0.392, 0.444, 0.453, 0.529, 0.358, 0.209, 0.271, 0.403, 0.386, 0.316, 0.426, 0.285, 0.662, 0.379, 0.330, 0.536, 0.509, 0.445, 0.227, 0.392, 0.341, 0.382, 0.374, 0.485, 0.374, 0.382, 0.339, 0.542, 0.382, 0.403, 0.472, 0.566, 0.323, 0.399, 0.404, 0.403, 0.295, 0.430]}

Entry 3:
{"formula": "C4H2LiO2Sc", "method": "ωB97M-V/def2-TZVPD", "total_energy_ev": -29158.3595, "de_lowest_kcal_mol": 60.5, "charge": 2, "symbols": ["Sc", "O", "O", "C", "C", "C", "C", "Li", "H", "H"], "positions_angstrom": [[1.84759, 1.20701, -0.65398], [2.15406, -0.78679, -0.28034], [-2.75344, -0.99258, -0.03933], [-1.18117, 0.55017, 0.66536], [0.08464, 0.65100, 0.52211], [-2.48900, 0.07579, 0.58374], [1.09147, -1.18275, 0.27652], [-1.33034, -1.92354, -0.88844], [1.25204, -1.96793, 1.05522], [-3.29386, 0.81152, 0.76210]], "mulliken_charge": [1.376, -0.484, -0.573, -0.108, -0.372, 0.383, 0.125, 0.926, 0.361, 0.366]}